Entry 1:
DFT (the ωB97M-V functional and the def2-TZVPD basis) results for one molecule with the formula C19H32N2O2.

Output
Molecular weight (g mol⁻¹): 320.477
Lowest unoccupied orbital energy (eV): 0.7164
HOMO level (eV): -7.7203
HOMO-LUMO gap (eV): 8.437
ΔE to the lowest compared entry with this formula, charge and spin (eV): 2.695
SMILES: CCCN1CCC(N(C)CCc2ccc(OC)c(OC)c2)CC1

Each line ends with the Mulliken charge.
Cartesian coordinates (Å):
O  -2.28  -2.29  0.41  -0.458
O  -0.15  -3.77  -0.87  -0.512
N  1.18  1.82  2.15  0.303
N  0.15  1.99  -2.01  0.064
C  -0.88  2.96  -5.55  -1.387
C  0.43  0.68  -1.44  -0.933
C  1.05  -0.36  3.51  -1.302
C  0.69  -1.29  2.38  0.257
C  -0.59  2.80  -1.06  -0.439
C  -1.28  -3.64  -1.70  -0.661
C  -0.53  1.89  -3.29  -0.858
C  0.01  -2.93  0.20  0.628
C  0.63  1.12  3.28  -1.021
C  2.62  1.94  2.14  -1.100
C  1.66  -2.06  1.75  -0.798
C  -0.43  3.18  -4.11  -0.194
C  -0.62  -1.39  1.94  -0.140
C  -3.26  -1.48  1.00  -0.888
C  0.22  3.00  0.22  -1.032
C  0.54  1.64  0.85  0.138
C  1.30  0.83  -0.20  -0.420
C  1.32  -2.87  0.69  -0.584
C  -0.98  -2.19  0.86  0.814
H  -0.42  1.13  1.04  -0.119
H  -0.34  3.62  0.92  0.324
H  2.22  1.35  -0.47  0.418
H  0.60  3.52  -4.08  0.336
H  1.55  -0.16  0.18  0.041
H  2.94  2.28  3.13  0.373
H  -1.59  1.60  -3.18  0.276
H  0.93  1.67  4.17  0.509
H  -2.19  -4.00  -1.21  0.236
H  -1.56  2.34  -0.81  0.241
H  1.15  3.52  -0.02  0.296
H  2.06  -3.46  0.18  0.406
H  2.91  2.70  1.41  0.339
H  -3.02  -0.41  0.90  0.281
H  -0.03  1.09  -3.86  0.414
H  -0.25  2.22  -6.04  0.349
H  -1.05  3.96  -3.66  0.289
H  0.97  0.09  -2.19  0.580
H  -1.43  -2.61  -2.03  0.222
H  -1.38  -0.83  2.46  0.569
H  -1.06  -4.27  -2.57  0.294
H  -0.79  3.77  -1.51  0.443
H  -3.42  -1.72  2.05  0.349
H  2.13  -0.40  3.68  0.363
H  2.68  -2.02  2.08  0.290
H  -1.91  2.60  -5.58  0.327
H  0.55  -0.69  4.42  0.422
H  -0.45  1.17  3.21  0.376
H  3.15  1.01  1.91  0.264
H  -0.50  0.14  -1.18  0.338
H  -0.82  3.89  -6.11  0.397
H  -4.18  -1.69  0.44  0.282

***

Entry 2:
DFT (the ωB97M-V functional and the def2-TZVPD basis) results for one molecule with the formula C19H32N6O3 at a distorted geometry.

Output
Molecular weight (g mol⁻¹): 392.504
Lowest unoccupied orbital energy (eV): 0.6747
HOMO level (eV): -8.4834
HOMO-LUMO gap (eV): 9.158
ΔE to the lowest compared entry with this formula, charge and spin (eV): 0.571
SMILES: CCCCN(CCCC)CCNC(=O)Cc1nc2c(c(=O)[nH]c(=O)n2C)n1C

Each line ends with the Mulliken charge.
Cartesian coordinates (Å):
O  4.80  0.76  -0.81  -0.717
O  -1.09  4.08  -0.83  -0.684
O  3.35  -2.65  1.81  -0.667
N  1.02  1.41  1.79  -0.756
N  4.03  -0.89  0.57  0.049
N  2.38  2.38  0.32  0.019
N  -1.23  -0.43  -0.54  1.020
N  2.14  -0.73  1.94  0.114
N  -1.48  2.25  0.46  -0.040
C  0.13  -0.64  -1.02  -0.854
C  2.00  0.55  1.48  1.354
C  0.37  3.67  1.06  -0.999
C  -0.81  3.36  0.10  0.762
C  2.36  -2.70  -2.08  -1.133
C  2.87  1.12  0.56  0.049
C  -2.95  -1.53  0.88  -0.934
C  -1.96  0.58  -1.28  -1.014
C  0.28  -1.28  -2.40  -0.496
C  -2.52  1.68  -0.35  -1.290
C  3.98  0.39  0.02  -0.073
C  1.17  -1.28  2.85  -0.959
C  -1.95  -1.66  -0.29  -0.934
C  -5.33  -1.17  1.62  -1.451
C  3.18  -1.50  1.47  0.481
C  1.28  2.51  1.08  0.090
C  2.94  3.33  -0.60  -1.085
C  -4.40  -1.38  0.43  -0.363
C  1.74  -1.50  -2.78  -0.401
H  0.18  -1.27  2.39  0.157
H  -2.88  -2.42  1.51  0.641
H  -5.07  -0.26  2.16  0.312
H  -4.70  -2.28  -0.11  0.391
H  -6.36  -1.08  1.29  0.405
H  0.64  -1.26  -0.28  0.086
H  0.87  4.57  0.71  0.341
H  1.84  -3.61  -2.36  0.391
H  3.77  2.86  -1.12  0.382
H  2.32  -2.61  -1.00  0.155
H  -1.21  -2.42  -0.03  0.487
H  1.81  -1.65  -3.86  0.360
H  -2.49  -2.01  -1.18  0.525
H  0.63  0.34  -1.03  0.226
H  -2.95  2.48  -0.96  0.433
H  -3.29  1.27  0.31  0.320
H  4.78  -1.48  0.24  0.260
H  2.18  3.65  -1.32  0.365
H  -1.29  1.07  -1.99  0.583
H  3.31  4.21  -0.06  0.329
H  -1.04  1.64  1.14  0.278
H  -0.24  -2.24  -2.42  0.316
H  -2.79  0.14  -1.85  0.441
H  -2.65  -0.67  1.49  0.139
H  1.13  -0.67  3.76  0.330
H  2.32  -0.60  -2.54  0.237
H  -0.19  -0.63  -3.15  0.316
H  1.47  -2.29  3.09  0.413
H  3.41  -2.81  -2.37  0.340
H  -5.26  -2.01  2.31  0.354
H  -0.04  3.84  2.05  0.370
H  -4.50  -0.53  -0.25  0.230

***

Entry 3:
DFT (the ωB97M-V functional and the def2-TZVPD basis) results for an isolated ion of composition C19H32NO and charge +1.

Output
Net charge: +1
Molecular weight (g mol⁻¹): 290.471
Lowest unoccupied orbital energy (eV): -2.0757
HOMO level (eV): -11.5063
HOMO-LUMO gap (eV): 9.431
ΔE to the lowest compared entry with this formula, charge and spin (eV): 0.291
SMILES: CC(C)c1cccc(OCCCC[N@H+]2CC[C@H](C)CC2)c1

Each line ends with the Mulliken charge.
Cartesian coordinates (Å):
O  0.73  0.11  -0.83  -0.488
N  -1.57  0.43  -2.23  0.827
C  2.67  1.23  3.60  0.216
C  -2.83  -2.21  -2.21  0.461
C  1.69  0.67  1.36  -0.240
C  -0.70  2.59  -1.34  -0.629
C  1.89  0.32  2.69  0.264
C  -1.51  -0.44  -3.42  -0.675
C  0.84  2.54  -1.35  -0.701
C  1.37  -0.88  3.16  -0.275
C  0.48  -1.37  0.98  -0.731
C  3.95  0.54  4.09  -1.467
C  -1.55  -1.90  -3.00  -0.651
C  1.44  1.14  -1.50  -0.920
C  1.82  1.69  4.78  -1.461
C  -2.92  -1.25  -1.03  -0.472
C  -2.83  -3.66  -1.73  -1.610
C  0.67  -1.72  2.31  -1.239
C  -2.83  0.20  -1.49  -0.760
C  0.99  -0.17  0.51  0.900
C  -1.35  1.87  -2.52  -0.721
H  -3.87  -1.39  -0.50  0.471
H  -0.71  1.96  -3.40  0.519
H  -0.59  -0.23  -3.97  0.460
H  4.55  0.21  3.25  0.358
H  -3.74  -3.88  -1.18  0.420
H  1.18  3.00  -0.42  0.354
H  -1.51  -2.53  -3.89  0.447
H  -2.37  -0.20  -4.07  0.471
H  -2.78  -4.34  -2.58  0.425
H  -2.32  2.32  -2.76  0.340
H  0.27  -2.65  2.67  0.414
H  0.91  2.18  4.43  0.355
H  -1.07  2.17  -0.40  0.267
H  -3.69  -2.06  -2.86  0.241
H  1.54  0.85  5.41  0.319
H  -1.98  -3.86  -1.09  0.311
H  -2.12  -1.45  -0.32  -0.036
H  -2.87  0.88  -0.64  0.451
H  3.70  -0.33  4.70  0.324
H  1.51  -1.17  4.18  0.386
H  -0.99  3.64  -1.36  0.477
H  -0.77  0.14  -1.60  -0.480
H  -3.66  0.43  -2.17  0.442
H  -0.04  -2.03  0.31  0.557
H  2.49  1.15  -1.17  0.604
H  2.11  1.60  1.01  0.214
H  2.37  2.40  5.39  0.434
H  -0.68  -2.13  -2.39  0.118
H  2.97  2.12  3.03  0.389
H  1.22  3.15  -2.17  0.455
H  4.53  1.22  4.70  0.437
H  1.43  0.83  -2.55  0.429

***

Entry 4:
DFT (the ωB97M-V functional and the def2-TZVPD basis) results for C19H32NPV as an isolated structure at a distorted geometry.

Output
Net charge: +2
Molecular weight (g mol⁻¹): 356.390
Lowest unoccupied orbital energy (alpha / beta) (eV): -8.8786 / -8.2759
HOMO level (alpha / beta) (eV): -14.9189 / -14.9221
HOMO-LUMO gap (alpha / beta) (eV): 6.040 / 6.646
Multiplicity: 2

Each line ends with the Mulliken charge.
Cartesian coordinates (Å):
V  0.12  0.60  -0.83  -0.728
P  0.13  -1.42  -1.86  1.252
N  1.43  2.10  -1.00  -0.016
C  1.89  -1.66  0.25  0.940
C  1.27  2.61  0.39  -0.740
C  2.19  1.96  1.41  -1.074
C  -1.37  0.41  0.34  -0.303
C  -3.09  -0.72  3.23  -1.504
C  2.75  1.61  -1.48  -1.002
C  -4.43  -1.15  1.16  -1.501
C  -1.28  -2.47  -2.20  -1.168
C  -3.51  -0.15  1.87  1.516
C  2.37  0.48  1.26  0.369
C  1.18  -1.47  -3.35  -1.432
C  1.08  -2.49  -0.70  -1.435
C  -4.23  1.19  2.05  -1.495
C  3.47  -0.10  1.93  -0.965
C  0.89  3.10  -1.95  -0.993
C  1.55  -0.32  0.47  0.855
C  3.00  -2.23  0.89  -0.832
C  3.81  -1.44  1.71  -0.814
C  -2.32  0.10  1.06  0.197
H  -1.28  0.51  -2.01  -0.022
H  -0.96  -3.44  -2.60  0.434
H  0.28  2.59  -2.70  0.395
H  1.73  3.60  -2.44  0.329
H  0.27  3.83  -1.42  0.422
H  1.79  2.19  2.41  0.554
H  -2.57  -1.68  3.10  0.373
H  -2.42  -0.02  3.75  0.377
H  3.41  1.26  -0.69  0.319
H  -3.98  -0.89  3.86  0.411
H  0.35  -3.11  -0.16  0.504
H  -3.59  1.90  2.58  0.374
H  -1.94  -1.98  -2.92  0.446
H  -5.16  1.05  2.62  0.407
H  -4.70  -0.78  0.16  0.370
H  4.70  -1.87  2.16  0.425
H  4.09  0.51  2.59  0.481
H  -5.35  -1.29  1.74  0.416
H  3.17  2.48  1.39  0.452
H  -0.97  1.29  -2.18  0.181
H  -4.49  1.61  1.07  0.386
H  2.58  0.79  -2.19  0.335
H  -1.85  -2.64  -1.27  0.341
H  3.22  -3.28  0.70  0.502
H  1.39  3.70  0.40  0.598
H  2.20  -1.14  -3.12  0.430
H  0.77  -0.78  -4.10  0.419
H  1.71  -3.16  -1.29  0.617
H  -3.93  -2.12  1.05  0.350
H  3.24  2.42  -2.04  0.386
H  0.21  2.40  0.65  0.415
H  1.20  -2.48  -3.76  0.443